Record 1
13
Properties=species:S:1:pos:R:3:forces:R:3 method="wB97M-V/def2-TZVPD" e_homo_ha=-0.3218 e_above_lowest_kj_mol=197.6
N 0.9128 -0.8470 -0.6166 -0.504 2.181 0.737
H -0.8009 1.7474 2.1684 0.031 -0.528 0.288
H 1.3966 0.9783 0.3515 0.141 -0.346 -0.182
H 2.7668 -1.0982 -1.3552 -0.815 -0.601 1.866
N -0.6114 0.8256 -0.0677 -0.794 2.204 1.341
H 2.1068 -2.1543 -0.1978 1.283 -0.344 -0.205
S -0.8117 2.2454 0.9322 0.201 -0.065 -1.308
C -1.7972 -0.0043 -0.1769 1.224 -1.316 0.426
H -1.3144 -0.9689 -0.2751 -0.612 -0.711 -0.342
C 0.6633 0.3085 -0.1040 -0.197 -1.068 -0.436
H -2.3724 -0.0349 0.7436 -0.041 0.298 0.108
N 2.3013 -1.1771 -0.3889 0.228 -0.133 -1.765
H -2.4397 0.1794 -1.0136 -0.145 0.429 -0.527

=====

Record 2
43
Properties=species:S:1:pos:R:3:forces:R:3 method="wB97M-V/def2-TZVPD" total_charge=+1 e_homo_ha="-0.4244 / -0.4238" e_above_lowest_kj_mol=0.0 multiplicity=3
H 2.8933 -4.0999 -0.1074 -0.010 -0.003 0.010
H -4.5003 -0.8923 1.7326 -0.001 0.001 -0.005
C 0.4582 2.9830 -2.3518 -0.033 0.110 0.023
H -0.0452 5.2262 -3.8262 0.005 -0.017 -0.004
C -2.8102 -0.2495 0.5754 -0.022 -0.029 -0.039
N -1.5385 2.5480 -1.1721 0.049 -0.089 0.058
C 0.2681 -4.0989 0.9723 0.020 0.243 0.274
O 0.1232 -6.2047 1.8867 0.131 0.105 0.451
C -0.9770 -3.8756 1.4369 -0.003 -0.055 0.046
N -1.6051 -0.4969 0.0949 0.038 -0.059 0.193
H 1.6878 5.6049 -3.7899 0.005 -0.014 -0.001
H -0.9930 4.4113 -1.9298 -0.009 -0.011 -0.012
C -3.5193 -1.1564 1.3662 -0.031 -0.034 0.013
H -3.2510 0.7086 0.3294 0.032 0.020 0.014
H -2.4250 2.3943 -1.6429 -0.005 0.065 0.005
C 2.8594 -2.1739 -1.0038 -0.011 -0.024 -0.002
N 0.8696 -0.9105 -0.7957 -0.015 0.102 0.114
H 3.8719 -2.2340 -1.3752 -0.001 0.000 -0.005
C 0.9906 -3.1140 0.1943 0.051 0.004 0.007
C 0.3134 -1.9183 -0.0870 0.064 -0.056 -0.019
O 1.9361 -5.7012 0.8597 0.253 0.141 0.331
N 0.8478 -5.4249 1.3161 -0.487 -0.458 -1.073
C 2.1049 -1.0247 -1.2392 -0.009 0.001 -0.054
C 0.8268 2.0170 1.8847 -0.011 0.010 -0.189
C -2.9442 -2.3648 1.6643 0.027 0.009 -0.024
C 0.8665 5.1722 -3.2311 -0.037 0.074 -0.008
H 2.1124 1.5685 3.6300 -0.156 -0.078 0.069
H 2.0366 3.4714 3.1079 -0.063 0.014 -0.173
C -1.6594 -2.6501 1.1705 0.016 0.056 -0.059
C -1.0233 -1.6820 0.3964 -0.038 -0.004 0.010
C 2.3138 -3.2133 -0.2955 0.017 0.027 -0.011
Ni -0.2497 0.7922 -0.7450 -0.052 0.249 -0.320
H -1.6981 2.9378 -0.2458 0.048 -0.025 0.015
H 2.5016 -0.1836 -1.7936 -0.003 0.018 0.028
H 0.4304 2.6804 3.9708 -0.006 -0.150 0.043
H -1.4667 -4.6412 2.0219 0.029 -0.009 0.004
H -3.4586 -3.0943 2.2765 -0.009 0.003 0.000
B 1.3858 2.4638 3.2617 0.229 0.226 0.242
O 1.2427 3.8028 -3.0012 0.013 -0.055 0.013
N -0.7552 3.4330 -1.9302 0.041 -0.004 0.018
N 0.4068 1.6630 0.8637 -0.089 -0.060 -0.061
H 0.7594 5.7049 -2.2854 0.013 -0.019 0.008
O 0.8129 1.8216 -2.1642 0.021 -0.223 0.069

=====

Record 3
22
Properties=species:S:1:pos:R:3:forces:R:3 method="wB97M-V/def2-TZVPD" e_homo_ha=-0.3151 e_above_lowest_kj_mol=776.2
H -0.0701 -0.8857 1.2087 -0.065 -0.263 -0.040
H 1.4687 -0.9778 0.8909 -0.383 -0.010 0.274
H 3.5329 0.5952 -0.2003 0.111 0.008 0.145
C 2.9917 1.4663 0.1602 0.196 -0.277 -0.334
H 3.5096 2.3575 -0.1899 -0.143 0.164 0.174
O 0.4853 -0.0603 -1.6545 -0.361 -0.169 -0.472
H 2.0041 1.3718 -0.2775 -0.106 0.264 -0.025
H -3.2524 -1.3918 -0.4300 0.051 -0.030 0.165
H -3.0548 -0.0821 1.5214 -0.032 -0.018 0.096
O 0.7860 -0.7016 1.5994 0.141 0.124 0.020
N -1.7532 -0.0100 -0.0683 -0.980 0.322 -0.024
H -3.4696 0.0848 -1.2900 0.093 0.212 0.250
C -2.3290 0.6086 1.0678 0.833 -0.152 0.532
H -2.1928 -1.0145 -1.8255 0.195 -0.060 0.062
O 2.3436 -1.3844 -0.2977 -0.280 -0.279 -0.679
H -0.0822 -0.1503 -0.8816 0.377 0.087 0.100
H 2.1437 -2.2410 -0.7014 0.140 -0.159 0.279
H 2.9123 1.4164 1.2411 0.084 0.148 0.098
H -1.5246 0.8704 1.7570 -0.144 -0.067 0.068
H -2.9136 1.5229 0.8938 -0.017 -0.014 -0.578
H 1.1438 -0.7899 -1.5770 0.267 0.383 0.401
C -2.6792 -0.6046 -0.9467 0.022 -0.214 -0.512

=====

Record 4
72
Properties=species:S:1:pos:R:3:forces:R:3 method="wB97M-V/def2-TZVPD" e_homo_ha=-0.2522 e_above_lowest_kj_mol=99.5
C 1.1964 -0.8990 2.4618 0.302 0.147 -0.122
H -2.5169 2.9716 -3.0262 0.297 -0.165 -0.158
H 0.7119 -5.7355 1.7310 -0.076 0.187 -0.147
C -0.2143 3.0663 1.4568 0.033 -0.404 0.153
N -0.1924 -1.6996 0.5582 -0.404 1.275 -0.356
C -0.7862 -0.2949 -1.3339 0.604 -0.603 -0.656
H 1.8953 -2.9002 -0.8305 -0.246 -0.029 -0.134
O 0.0505 5.4211 -0.4305 -0.372 0.120 -0.392
H -0.4863 -0.6077 4.5521 0.278 -0.091 0.257
C 0.6455 2.7213 0.3989 -0.025 -0.007 -0.544
H 0.9007 0.1398 2.2627 0.111 -0.175 0.060
H 2.0924 -1.1003 1.8509 -0.270 0.064 0.155
H -0.5353 0.3343 0.7216 0.253 -0.233 -0.259
C -2.6743 1.1478 -5.8802 0.923 -0.016 2.360
C -1.0201 0.9313 -1.9250 -3.600 -2.022 1.580
H 2.6413 2.1281 -0.1398 -0.115 0.046 0.319
H 3.5897 -1.5173 3.5508 -0.187 -0.033 0.333
H -1.4162 -4.2762 -1.3567 -0.133 0.203 0.187
F 0.2337 3.7174 -3.7760 -0.066 0.864 0.405
C 1.5401 2.6093 3.0635 0.038 0.025 -0.012
C 0.5143 -0.9019 4.8820 0.403 -0.225 0.201
C 0.8951 -3.0438 -1.2621 0.210 0.085 0.128
F -0.7278 5.6896 -3.6244 0.606 -0.500 0.294
C 0.1315 4.8486 -3.0225 0.078 -0.001 -0.406
C 0.0638 -1.8123 1.9950 -0.325 -0.258 0.532
C -2.0494 -0.0342 -5.4371 -0.384 0.368 -0.471
H -0.0084 -1.0453 6.9665 0.294 0.003 -0.148
C -0.1613 -2.9977 -0.1475 0.111 -0.371 -0.249
C 2.4145 2.3073 2.0163 -0.047 -0.022 -0.113
C 2.8197 -1.4122 4.3204 -0.418 -0.148 0.144
O 0.6616 -3.8856 3.2076 -0.409 0.878 -1.293
C -2.7864 2.2483 -5.0044 -0.300 -0.649 -1.076
H -1.9888 -0.8757 -6.1240 0.042 0.202 0.193
H -0.4673 3.2400 3.5811 0.251 -0.063 -0.181
C 0.3633 -3.2999 2.1699 0.224 -0.675 0.615
C 1.5215 -1.0714 3.9273 0.030 0.135 0.006
C 0.1419 2.7537 -1.0150 2.959 4.472 1.343
H -0.8571 -1.5763 2.5648 0.369 -0.165 -0.246
H -0.8820 -1.2039 -1.9354 0.277 0.394 0.162
C -1.5400 -3.4176 -0.6843 -0.092 -0.001 0.200
H 1.8812 2.5611 4.1005 -0.094 -0.002 -0.357
H 3.4521 2.0344 2.2257 -0.339 0.080 -0.022
S -0.5027 4.4219 -1.3068 0.156 -1.623 0.553
H 0.8513 -4.0234 -1.7555 0.069 0.274 0.118
H -0.4905 -5.7827 0.4112 0.139 0.038 0.106
H 0.9492 2.6406 -1.7441 0.034 -0.183 0.135
H -0.9723 -1.0022 -3.8865 -0.156 0.270 -0.095
H -0.8370 1.9283 -1.2772 -0.713 -0.824 -0.507
O -3.6873 2.2954 -7.6048 1.004 -1.950 0.998
C 0.4296 -5.3037 0.7682 -0.025 -0.230 -0.370
F 1.3456 5.4209 -2.9539 -0.789 -0.376 -0.115
H 2.2980 -1.7055 7.6785 -0.075 0.019 -0.326
C 0.2247 2.9859 2.7759 0.049 0.065 -0.072
H 0.7239 -2.2689 -2.0125 0.095 -0.233 0.111
H -1.2372 3.3878 1.2422 0.302 -0.118 0.055
C -2.3193 2.1491 -3.7119 0.681 -0.601 1.055
O -1.9408 4.2597 -1.4276 0.374 0.723 -0.108
C -1.5106 -0.0951 -4.1650 0.118 0.822 0.634
C 0.7917 -1.1431 6.2308 0.106 0.078 -0.222
H 1.2244 -5.4984 0.0386 -0.093 -0.015 0.160
C -1.6039 0.9990 -3.2297 -0.266 -0.184 -3.275
N -3.1889 1.2195 -7.2035 -1.254 0.173 -3.288
C 1.9696 2.3519 0.6928 -0.227 -0.045 0.180
N 0.2351 -3.8835 0.9403 0.162 0.181 0.646
C 3.0946 -1.6613 5.6663 -0.199 0.180 0.029
O -3.1247 0.1952 -7.9230 -0.046 1.814 1.458
C 2.0821 -1.5198 6.6250 -0.021 -0.017 -0.288
C -0.4891 -0.5022 0.0158 -0.081 -0.714 0.127
H -2.0234 -2.6065 -1.2335 0.049 -0.215 0.063
H -3.2516 3.1593 -5.3759 0.018 -0.240 0.208
H 4.0980 -1.9742 5.9604 -0.301 0.150 -0.014
H -2.1861 -3.7068 0.1554 0.100 0.095 -0.239

=====

Record 5
77
Properties=species:S:1:pos:R:3:forces:R:3 method="wB97M-V/def2-TZVPD" total_charge=-1 e_homo_ha="-0.1116 / -0.1280" multiplicity=2
C 4.0127 -4.1087 0.1597 -0.034 -0.047 0.014
H -5.4110 3.4708 -0.6782 0.003 -0.008 -0.003
H 4.0990 -5.1593 0.4138 0.010 0.009 0.010
H 0.8657 -2.5289 4.6755 -0.001 0.014 -0.002
C -1.1310 -2.5245 3.8893 -0.005 -0.005 0.014
Cu 0.5623 1.0715 -0.0058 -1.332 -1.157 -0.688
C -0.8500 1.6645 -4.2557 0.031 0.035 -0.005
C 3.7744 -1.4263 -0.4961 -0.006 0.030 -0.012
H -2.9307 -1.5987 -3.6091 0.023 0.036 0.035
Si 0.9008 -1.3415 -0.1891 -0.064 -0.040 0.037
C 0.3295 -1.8472 -2.9574 0.014 -0.004 0.003
C 2.1122 1.4355 3.6194 0.093 0.020 -0.093
C 0.0767 -1.9427 1.4167 -0.007 0.038 -0.232
H -3.3808 3.8529 3.7832 0.007 0.011 0.005
N -2.0566 0.2176 -3.1189 0.008 0.279 0.097
C -1.3197 -4.0337 -2.5765 0.001 -0.059 -0.021
C 1.6825 1.4014 2.2875 -0.253 -0.008 0.077
H -4.5387 4.4299 -1.8869 -0.015 0.004 -0.010
C -0.7733 -3.3699 -1.4847 0.031 -0.018 -0.073
C -3.4832 3.7790 1.1268 -0.129 -0.045 0.066
O 0.4305 1.3107 1.9529 0.334 0.174 0.611
H -1.9607 3.9252 -1.7342 -0.031 0.055 -0.011
C 5.0270 -2.0295 -0.4814 0.034 -0.035 0.005
H 0.0289 -2.1744 -5.0592 0.015 0.016 0.007
C -1.9116 -2.3408 2.7567 -0.043 0.018 -0.015
C -1.3123 -2.0486 1.5398 0.059 -0.021 0.048
H 1.9193 -2.0135 2.5216 0.015 -0.021 0.007
Cl 0.8899 1.3293 4.8447 -0.079 0.015 0.057
Cl 5.2088 1.7426 0.3690 0.030 -0.008 -0.065
C -1.0376 -3.6058 -3.8674 0.031 -0.028 0.019
H -1.7449 3.1409 3.7504 0.021 -0.023 -0.019
H 0.9760 -0.9874 -3.1151 0.000 0.002 -0.015
C 4.4187 1.6446 2.9712 -0.075 0.005 0.140
C 2.6258 -2.1453 -0.1695 -0.090 0.102 -0.007
H -0.3417 2.2542 -4.9963 0.018 -0.009 0.011
C 2.6882 1.4440 1.2499 0.617 0.085 0.350
S -1.5343 0.8471 -0.5166 -1.277 -0.200 -0.287
H 6.1235 -3.8442 -0.1376 0.003 0.005 -0.001
C 3.4615 1.5506 3.9674 0.062 0.022 -0.146
H -1.9247 4.8843 3.7977 0.008 0.008 -0.010
H -0.9967 -3.7208 -0.4831 0.012 -0.029 -0.030
H -3.9389 -0.5422 -2.5775 0.012 0.031 -0.034
N -0.6641 1.8530 -2.9034 -0.162 -0.058 -0.010
C -0.2049 -2.5091 -4.0543 0.006 -0.036 -0.043
C 4.0221 1.5900 1.6285 -0.155 -0.002 -0.028
N -2.1229 4.0240 -0.7430 0.044 -0.007 0.422
H -4.2737 2.6846 -1.7860 0.026 -0.019 0.030
H 1.8889 -4.0788 0.4202 0.007 -0.017 0.010
C -2.9243 -0.8889 -2.7853 -0.175 -0.033 0.063
S 0.5115 3.8812 -0.6721 0.056 0.574 -0.100
C -2.3217 3.9878 1.9126 0.210 -0.036 -0.196
C 2.7677 -3.4980 0.1577 0.030 0.032 -0.044
C 5.1483 -3.3716 -0.1554 0.005 0.014 -0.008
H -2.9921 -2.4068 2.8244 0.007 -0.019 0.003
C 0.8419 -2.1248 2.5719 -0.024 0.050 0.006
C -2.3665 3.9693 3.4039 -0.075 -0.016 0.056
H -2.0993 0.1626 -5.2739 -0.026 -0.020 0.021
C 0.0635 -2.2610 -1.6493 -0.036 -0.013 0.216
H 3.6818 -0.3754 -0.7410 0.020 0.015 0.036
H -1.9368 -1.8805 0.6693 -0.045 0.016 0.022
H 5.9089 -1.4415 -0.7061 -0.012 0.009 -0.012
H -1.9581 -4.8970 -2.4231 -0.002 0.013 0.015
H -1.5950 -2.7404 4.8444 -0.001 0.005 -0.003
C -1.4091 0.9772 -2.1953 -0.225 -0.247 -0.373
C -1.7222 0.6452 -4.3906 0.034 -0.069 -0.015
H -0.1061 2.5621 -2.4180 0.190 0.112 0.052
H -2.5350 -1.3733 -1.8921 0.016 -0.021 -0.069
C -3.3531 3.8030 -0.2255 -0.023 0.065 -0.062
Cl 3.9313 1.5820 5.6353 0.008 0.005 0.072
H -1.4545 -4.1295 -4.7199 0.003 0.002 -0.005
Cl 6.0923 1.8378 3.3826 0.048 -0.013 -0.009
C -0.9848 4.0811 0.0464 0.148 -0.330 -0.540
H -4.4432 3.5936 1.5857 0.003 -0.003 -0.027
N -1.1377 4.1606 1.3741 -0.039 0.179 0.349
O 2.3265 1.3432 -0.0134 2.039 0.601 0.337
C 0.2484 -2.4107 3.7930 0.036 -0.005 0.006
C -4.4636 3.5860 -1.1988 0.010 0.023 -0.006

=====

Record 6
18
Properties=species:S:1:pos:R:3:forces:R:3 method="wB97M-V/def2-TZVPD" e_homo_ha=-0.3083 e_above_lowest_kj_mol=844.5
H 2.2188 -1.4290 1.5205 -1.250 2.126 1.136
H -1.7591 -0.1319 -2.4510 -0.741 0.780 -0.100
H -0.3122 -0.1057 3.1437 0.353 -0.211 -0.047
H -1.5119 -0.3265 1.7710 -0.109 -0.087 0.024
C 0.5194 -0.0622 1.1301 0.726 -0.578 1.971
H -1.5760 -0.3180 -0.4617 -0.298 0.286 0.590
C 1.8990 -0.2810 1.6503 2.917 -1.137 -0.189
O 2.9227 0.3603 0.8909 -0.540 0.459 -0.441
N 0.5240 0.1706 -0.1612 -2.667 0.027 -1.235
N -0.6965 0.0388 -2.2223 -0.162 -0.686 1.199
H 2.5314 0.5589 0.0232 0.241 -0.123 0.112
H 2.0365 0.1873 2.6459 -0.335 -1.109 -0.125
C -0.7434 0.3438 -0.8032 1.388 -0.352 -2.104
H -0.3238 -0.9007 -2.3177 0.621 -0.004 -0.042
C -0.4827 -0.2031 2.0818 -0.656 0.536 -1.543
O -3.1714 -0.1935 -1.9341 0.680 -0.198 0.235
H -3.8920 -0.5790 -2.4418 0.011 0.012 -0.102
H -1.0982 1.3748 -0.7702 -0.181 0.259 0.659

=====

Values for calculated total energy, Eh, ordered as above
-642.7774; -2743.5922; -403.4916; -2399.1890; -6249.7810; -418.1393